F4Sr4 as an isolated structure. Source: the Open Molecules 2025 dataset; level of theory: the ωB97M-V functional and the def2-TZVPD basis.

Geometry as XYZ:
```
8
Properties=species:S:1:pos:R:3:forces:R:3
Sr -19.970669 1.933085 -16.475509 -1.0 -0.6 -0.9
Sr -16.137893 3.039095 -17.021373 -0.3 -1.2 0.9
Sr -19.846095 5.716889 -17.927506 -1.1 -0.1 0.8
Sr -18.085719 1.471946 -20.116977 -2.6 -1.2 0.8
F -20.399787 1.305883 -18.862492 2.1 0.7 0.3
F -17.605070 0.977770 -17.118520 0.5 2.3 -0.6
F -20.402560 4.382630 -16.166552 0.8 -0.4 -1.0
F -18.628029 3.455408 -18.137306 1.6 0.5 -0.2
```
Positions in Å, forces in eV/Å.

## Properties
Kohn-Sham gap in eV: 8.650
Relative energy (zero: lowest compared OMol25 entry of this formula, charge and spin) in kJ/mol: 0.0
HOMO energy in eV: -24.347
Calculated total energy in eV: -14179.0965
Charge: +4

Here are the Mulliken charges for atoms 1 to 5, given in e: number 1, Sr, carries 1.86; number 2, Sr, carries 1.88; number 3, Sr, carries 1.89; number 4, Sr, carries 1.84; number 5, F, carries -0.85

One molecule with the formula F5N2P3. Source: the Open Molecules 2025 dataset; level of theory: the ωB97M-V functional and the def2-TZVPD basis.

Geometry as XYZ:
```
10
Properties=species:S:1:pos:R:3:forces:R:3
N 1.633122 -0.458600 -0.128022 2.2 1.9 0.9
N -1.874876 0.268056 -1.018815 -1.7 0.3 -1.7
F -3.096763 1.032633 -1.167440 1.8 -0.8 0.7
F 0.069462 -1.923121 -1.144379 -0.5 -1.4 -1.6
F 3.873000 0.626880 -0.198037 -1.1 0.3 0.3
F -0.356156 1.301333 1.031546 -0.4 -1.1 -1.2
F -1.949867 -0.192972 1.646960 0.2 -0.5 -1.2
P 0.443805 -1.453516 0.276820 0.1 -0.8 0.7
P 2.384276 0.785114 0.425446 0.7 -1.1 -1.0
P -1.126000 0.014190 0.275920 -1.4 3.3 4.1
```
Positions in Å, forces in eV/Å.

## Properties
Kohn-Sham gap in eV: 8.855
SMILES: FN=P(F)(F)P(F)/N=P/F
Relative energy (zero: lowest compared OMol25 entry of this formula, charge and spin) in kJ/mol: 44.9
HOMO energy in eV: -10.570
Calculated total energy in eV: -44434.1712
Charge: 0

Here are the Mulliken charges for atoms 1 to 5, given in e: number 1, N, carries -0.05; number 2, N, carries -0.31; number 3, F, carries -0.18; number 4, F, carries -0.19; number 5, F, carries -0.22

F5Pt3 as an isolated structure. Source: the Open Molecules 2025 dataset; level of theory: the ωB97M-V functional and the def2-TZVPD basis.

Geometry as XYZ:
```
8
Properties=species:S:1:pos:R:3:forces:R:3
Pt -1.211661 2.047806 0.191480 2.6 -0.9 -2.1
Pt 1.229877 -1.684937 1.527386 -2.8 0.2 -1.1
Pt 1.112154 -2.558121 -1.487199 -1.6 0.4 1.2
F -0.546198 -2.325566 0.134303 3.1 -0.3 -0.7
F 0.414329 3.326039 -0.636984 -2.0 1.3 0.6
F -1.031907 -0.802899 1.718602 1.1 0.0 0.6
F -0.993238 0.315889 -0.809916 -1.1 0.9 0.7
F 1.026644 1.681791 -0.637672 0.6 -1.5 0.7
```
Positions in Å, forces in eV/Å.

## Properties
Kohn-Sham gap (spin up / spin down) in eV: 7.070 / 6.442
HOMO energy (spin up / spin down) in eV: -14.629 / -14.554
Calculated total energy in eV: -23302.2895
2S+1: 7
Charge: +1

Here are the Mulliken charges for atoms 1 to 5, given in e: number 1, Pt, carries 1.27; number 2, Pt, carries 0.98; number 3, Pt, carries 0.87; number 4, F, carries -0.64; number 5, F, carries -0.37

A 12-piece molecular cluster, F6H22O11P overall. Source: the Open Molecules 2025 dataset; level of theory: the ωB97M-V functional and the def2-TZVPD basis.

Geometry as XYZ:
```
40
Properties=species:S:1:pos:R:3:forces:R:3
P 0.203673 0.105028 -0.108909 2.3 2.0 -2.2
F 1.015573 1.328808 0.541401 0.5 -3.1 -4.9
F 1.457333 -0.165502 -1.118619 -2.0 3.2 0.9
F 0.862373 -0.907272 1.006781 -2.0 2.1 -0.6
F -0.496167 -1.270672 -0.682519 -0.6 5.8 -1.2
F -0.963947 0.511778 1.035971 7.6 1.9 0.0
F -0.543667 0.831068 -1.368709 5.6 -4.3 2.6
O -2.594257 2.400768 1.216681 -1.1 0.2 0.7
H -2.491217 1.449708 1.249811 -0.8 0.1 0.1
H -1.699787 2.740258 1.246731 0.5 0.7 -0.1
O -0.656737 -2.430132 1.223501 -1.6 -0.4 4.9
H -0.820087 -3.118512 0.578771 -0.2 0.3 0.7
H -0.373597 -1.677412 0.704391 -1.6 -2.9 1.9
O -2.669967 -0.299942 0.566691 -5.1 -2.4 -1.6
H -2.784447 -1.139602 1.011761 -0.1 -0.3 0.1
H -1.725667 -0.229162 0.426971 -3.3 -1.6 -0.3
O -1.468107 2.555598 -1.244549 -2.0 4.4 0.2
H -1.577637 2.440068 -2.188419 -0.1 -0.1 0.0
H -1.547297 1.672478 -0.883899 -1.9 2.1 -0.1
O 0.075683 3.092998 1.153471 -1.6 2.9 1.1
H 0.253473 2.904958 2.075021 0.2 0.0 0.3
H 0.132963 2.241768 0.719461 -0.9 2.3 0.5
O -2.265437 0.157738 -2.483319 -1.2 -0.9 -1.2
H -1.644817 -0.326512 -1.938729 -0.6 -0.1 -0.4
H -3.115127 -0.237462 -2.288229 -0.3 0.0 0.1
O -0.428487 -3.215152 -0.765499 -1.0 -5.2 -4.3
H -0.781317 -4.092552 -0.913519 0.1 -0.8 -0.5
H -1.010637 -2.636222 -1.257609 -0.4 -0.9 -0.4
O 1.727913 -2.248302 -0.425509 1.8 -3.3 -0.3
H 1.137773 -2.240132 0.328071 0.8 -1.5 -0.5
H 1.291923 -1.699892 -1.077719 -0.4 -1.6 0.3
O 3.193663 -1.202942 -2.108119 1.5 -0.1 -1.7
H 2.660343 -0.725672 -2.743729 0.2 0.1 -0.2
H 2.566263 -1.520382 -1.458639 1.6 -0.4 0.1
O 3.245453 2.526308 1.335821 0.7 1.1 -0.4
H 2.573343 1.844808 1.328041 0.2 0.0 0.6
H 4.022833 2.100838 0.974031 0.2 -0.1 0.0
O 2.020433 0.435378 2.144021 2.6 0.4 3.6
H 1.761523 -0.042002 1.355791 2.1 0.5 1.9
H 1.455863 0.085058 2.833061 0.1 -0.1 0.2
```
Positions in Å, forces in eV/Å.

## Properties
Kohn-Sham gap in eV: 8.737
Relative energy (zero: lowest compared OMol25 entry of this formula, charge and spin) in kJ/mol: 1711.1
HOMO energy in eV: -6.523
Calculated total energy in eV: -48466.4853
Charge: -1

Here are the Mulliken charges for atoms 1 to 5, given in e: number 1, P, carries 1.62; number 2, F, carries -0.28; number 3, F, carries -0.31; number 4, F, carries -0.65; number 5, F, carries -0.26

F7HgO2P2 as an isolated structure. Source: the Open Molecules 2025 dataset; level of theory: the ωB97M-V functional and the def2-TZVPD basis.

Geometry as XYZ:
```
12
Properties=species:S:1:pos:R:3:forces:R:3
P 1.378225 0.072178 0.417026 4.2 -1.4 -0.2
F 2.669487 0.626832 1.217768 0.6 -0.5 0.5
F 1.104613 1.771604 0.627710 3.7 0.6 -0.1
F 1.799653 -1.306091 1.179445 -1.5 0.7 0.7
F -0.416865 0.879432 0.169564 -3.4 -0.8 1.0
O 0.127203 -0.951269 -0.181640 -1.0 -2.0 -1.1
F 2.304127 -0.316084 -0.836009 -1.7 1.8 0.2
P -1.467795 -0.657400 -0.525883 0.5 -1.2 -0.7
F -1.507390 -1.616881 -1.802858 0.0 1.4 1.1
O -2.326000 0.569619 -0.749165 -0.7 -2.7 -1.0
F -2.190583 -1.672805 0.452187 0.9 1.4 -0.4
Hg -1.474675 2.600866 0.031857 -1.5 2.7 -0.1
```
Positions in Å, forces in eV/Å.

## Properties
Kohn-Sham gap (spin up / spin down) in eV: 8.888 / 8.347
Relative energy (zero: lowest compared OMol25 entry of this formula, charge and spin) in kJ/mol: 607.2
HOMO energy (spin up / spin down) in eV: -10.007 / -11.627
Calculated total energy in eV: -45870.1107
2S+1: 2
Charge: 0

Here are the Mulliken charges for atoms 1 to 5, given in e: number 1, P, carries 1.15; number 2, F, carries -0.30; number 3, F, carries -0.27; number 4, F, carries -0.26; number 5, F, carries -0.43

F8MgN4O16S8 as an isolated structure. Source: the Open Molecules 2025 dataset; level of theory: the ωB97M-V functional and the def2-TZVPD basis.

Geometry as XYZ:
```
37
Properties=species:S:1:pos:R:3:forces:R:3
Mg 3.179282 19.826606 -18.262902 -0.2 0.6 0.2
N 5.524353 21.855852 -20.102474 4.0 -0.8 -2.8
S 5.591753 23.353268 -20.562624 -4.3 7.9 3.0
O 4.669371 23.759384 -21.597557 1.7 -1.0 -0.9
O 6.748223 24.218803 -20.239877 -1.4 -2.8 -1.2
F 4.610814 23.783973 -19.371279 -0.2 0.1 1.4
S 6.871378 21.567471 -21.231398 2.9 -6.9 1.1
O 8.001382 20.896970 -20.562250 -2.6 1.9 -0.8
O 7.182718 22.386261 -22.351816 -0.6 0.9 0.4
F 6.135432 20.335722 -21.959138 -0.1 0.1 0.2
N 8.432238 17.248957 -16.278641 -3.0 -2.9 -0.1
S 8.182188 16.934436 -14.753064 2.2 0.0 7.1
O 8.672520 15.669661 -14.147576 -0.5 2.6 -1.9
O 6.925893 17.392275 -14.147162 1.4 -0.4 -1.6
F 9.257040 18.040055 -14.232246 -0.4 -0.6 -0.3
S 7.051248 16.336520 -16.665497 -0.8 -1.7 -4.1
O 5.919909 17.193092 -16.901574 -0.3 0.2 0.4
O 6.804495 14.985936 -16.143818 0.7 2.8 -0.4
F 7.447509 15.999853 -18.202665 0.4 0.2 0.7
N -2.182371 20.569542 -17.165864 0.9 -5.5 0.2
S -1.894688 21.077860 -18.579085 1.4 7.3 -2.4
O -2.918008 20.918929 -19.561459 0.7 -0.5 -0.3
O -0.458690 21.107681 -18.965145 -2.4 -0.4 -0.1
F -2.147484 22.632345 -18.115414 0.4 -0.7 -0.6
S -1.707699 18.966743 -17.653197 0.7 -2.1 2.2
O -0.251044 18.784737 -17.703433 -1.3 0.0 0.0
O -2.489325 18.315528 -18.689496 1.0 1.0 1.6
F -2.053688 18.193161 -16.293634 -0.2 0.7 -0.7
N 0.417242 23.575147 -13.311414 3.3 -5.9 -0.3
S 1.071433 24.911546 -13.140909 -0.3 7.6 -1.3
O 2.081803 25.293592 -14.118909 -0.1 -1.0 1.2
O 1.149965 25.450789 -11.820487 0.4 -0.4 0.2
F -0.181183 25.709646 -13.759655 -0.4 0.3 0.3
S 1.997760 22.721096 -13.410508 1.3 -4.3 0.0
O 3.116957 23.069537 -12.521513 -2.1 0.8 -2.0
O 2.290148 22.127280 -14.739244 -0.7 2.2 1.8
F 1.618308 21.353387 -12.659960 -1.2 0.4 0.0
```
Positions in Å, forces in eV/Å.

## Properties
Kohn-Sham gap in eV: 2.145
Relative energy (zero: lowest compared OMol25 entry of this formula, charge and spin) in kJ/mol: 1460.1
HOMO energy in eV: -5.740
Calculated total energy in eV: -152576.7672
Charge: -2

Here are the Mulliken charges for atoms 1 to 5, given in e: number 1, Mg, carries 1.77; number 2, N, carries -0.20; number 3, S, carries 1.02; number 4, O, carries -0.59; number 5, O, carries -0.54

F8N4O16PbS8 as an isolated structure. Source: the Open Molecules 2025 dataset; level of theory: the ωB97M-V functional and the def2-TZVPD basis.

Geometry as XYZ:
```
37
Properties=species:S:1:pos:R:3:forces:R:3
Pb 0.142152 0.025075 -0.157622 -0.1 0.1 0.1
N -0.352975 0.337399 -2.620638 0.8 -0.1 -2.6
S -1.720989 0.256932 -3.425593 -4.2 -0.6 2.6
O -2.139892 -1.022285 -3.875981 0.7 -0.2 -0.8
O -2.018098 1.436480 -4.154834 0.3 0.2 -0.7
F -2.638302 0.370391 -2.102647 0.5 0.3 -0.2
S 0.682102 0.509580 -3.885080 3.5 0.8 1.7
O 1.061726 1.851247 -4.151160 -0.9 0.4 -0.5
O 0.551781 -0.432605 -4.936647 -0.5 -0.2 -0.1
F 1.975685 0.060357 -3.052310 -0.4 -0.6 0.0
N 2.096152 1.382718 0.611498 2.4 0.9 0.6
S 3.719178 1.113424 0.380319 -1.0 -2.1 -1.9
O 4.347016 0.449930 1.454018 0.4 0.1 0.5
O 4.330029 2.145344 -0.369111 0.5 0.6 0.3
F 3.504504 -0.032034 -0.699302 -0.2 -0.1 0.1
S 2.182051 2.729013 1.494620 -3.1 2.1 1.4
O 2.326002 3.954229 0.782741 0.5 -0.4 -0.4
O 2.821836 2.596033 2.758365 0.6 -0.4 -0.2
F 0.630492 2.778814 1.882101 0.2 -0.5 -0.2
N 0.163584 -2.360350 0.349262 -1.3 -3.0 0.9
S -1.107872 -3.492631 0.262578 -1.7 3.3 -1.8
O -1.838587 -3.764899 1.436922 0.4 -0.3 0.8
O -0.918780 -4.474332 -0.722923 0.6 -1.0 -0.5
F -2.004271 -2.390161 -0.468271 -0.1 -0.1 -0.1
S 1.183807 -3.198341 1.244260 3.2 1.0 1.0
O 1.796179 -4.295742 0.581014 -0.2 -0.2 -0.4
O 0.842955 -3.350699 2.609903 -0.5 -0.1 0.4
F 2.318758 -2.063825 1.279695 -0.3 -0.1 -0.3
N -1.639689 0.665991 1.449358 -1.8 1.3 0.2
S -2.700092 1.898518 1.099337 1.0 0.8 -1.7
O -3.000363 2.750151 2.188994 0.2 0.1 0.5
O -3.735927 1.588806 0.188954 -0.1 -0.6 -0.1
F -1.635256 2.672740 0.209505 0.0 0.1 -0.1
S -2.277074 0.101841 2.801669 0.6 -2.6 2.3
O -3.606187 -0.383300 2.650074 -0.3 0.3 -0.4
O -1.948430 0.795885 3.997628 0.2 0.4 -0.2
F -1.393205 -1.209711 2.909292 0.1 0.3 -0.5
```
Positions in Å, forces in eV/Å.

## Properties
Kohn-Sham gap in eV: 9.972
Relative energy (zero: lowest compared OMol25 entry of this formula, charge and spin) in kJ/mol: 0.0
HOMO energy in eV: -6.012
Calculated total energy in eV: -152391.2349
Charge: -2

Here are the Mulliken charges for atoms 1 to 5, given in e: number 1, Pb, carries 2.18; number 2, N, carries -0.13; number 3, S, carries 0.89; number 4, O, carries -0.57; number 5, O, carries -0.59

FH16O8Sn as an isolated structure. Source: the Open Molecules 2025 dataset; level of theory: the ωB97M-V functional and the def2-TZVPD basis.

Geometry as XYZ:
```
26
Properties=species:S:1:pos:R:3:forces:R:3
Sn 0.129818 -0.547275 0.000604 -0.8 1.3 -2.0
F -1.382800 0.006150 -1.868108 1.1 -0.5 1.2
O 2.760357 -0.074436 0.687704 -0.3 0.1 0.1
H 3.387389 0.239371 0.035671 0.0 0.3 -0.5
H 3.255549 -0.765600 1.117070 0.2 -0.5 0.4
O -2.348785 -0.313500 1.057043 0.5 0.0 0.0
H -2.774972 -0.789006 1.753978 -0.1 -0.4 1.4
H -2.959985 -0.548526 0.368753 -0.3 0.4 -1.5
O 0.490929 -1.276341 2.316729 0.5 -0.2 -0.6
H -0.262826 -1.511771 2.833045 -0.7 -0.3 0.9
H 1.230140 -1.085773 2.889783 0.2 0.2 0.5
O -0.986320 -2.763437 -0.770160 -2.0 -1.5 -0.4
H -1.843692 -3.208851 -1.053416 1.0 1.6 -0.2
H -0.688669 -3.531678 -0.288795 1.1 -0.4 0.6
O 0.050522 1.749906 1.435094 1.3 -0.8 0.1
H -0.824718 1.917886 1.733192 -1.3 0.5 0.2
H 0.528495 2.584234 1.411615 -0.3 0.0 0.2
O 1.738922 -0.974413 -2.121181 0.3 -1.5 1.6
H 1.655646 -0.181908 -2.596160 -0.2 1.9 -1.2
H 1.396995 -1.666267 -2.684069 -0.2 -0.3 -0.4
O 1.135504 1.781036 -0.978030 -0.8 0.6 -0.9
H 0.315905 2.086732 -1.457534 1.0 -0.6 0.7
H 1.331039 2.529540 -0.389122 0.0 -0.5 -0.4
O -1.955647 2.201102 -0.775304 0.2 -0.9 0.4
H -1.614370 2.805185 -1.411182 -0.1 1.3 -0.7
H -1.764427 1.337641 -1.247218 -0.5 0.0 0.2
```
Positions in Å, forces in eV/Å.

## Properties
Kohn-Sham gap in eV: 9.779
Relative energy (zero: lowest compared OMol25 entry of this formula, charge and spin) in kJ/mol: 0.0
HOMO energy in eV: -12.941
Calculated total energy in eV: -25183.4687
Charge: +1

Here are the Mulliken charges for atoms 1 to 5, given in e: number 1, Sn, carries 1.52; number 2, F, carries -0.79; number 3, O, carries -0.53; number 4, H, carries 0.27; number 5, H, carries 0.28

A 2-piece molecular cluster, FH2NO2Si overall. Source: the Open Molecules 2025 dataset; level of theory: the ωB97M-V functional and the def2-TZVPD basis.

Geometry as XYZ:
```
7
Properties=species:S:1:pos:R:3:forces:R:3
N 4.131731 0.370457 0.293819 -3.0 -1.4 -1.8
O 3.203717 0.908705 -0.364806 2.4 -0.7 1.8
O 4.231761 -0.809939 0.531383 0.3 2.1 0.0
F -0.275028 1.148981 0.874522 -0.2 0.1 -0.4
Si -0.069881 0.896005 -0.706771 0.5 -1.1 0.5
H -1.228211 0.036846 -1.220471 0.5 1.0 0.1
H 0.523962 2.111579 -1.297035 -0.6 0.1 -0.2
```
Positions in Å, forces in eV/Å.

## Properties
Kohn-Sham gap (spin up / spin down) in eV: 10.274 / 5.125
Relative energy (zero: lowest compared OMol25 entry of this formula, charge and spin) in kJ/mol: 313.6
HOMO energy (spin up / spin down) in eV: -11.051 / -7.670
Calculated total energy in eV: -16208.0600
Charge: 0

Here are the Mulliken charges for atoms 1 to 5, given in e: number 1, N, carries 0.56; number 2, O, carries -0.33; number 3, O, carries -0.34; number 4, F, carries -0.22; number 5, Si, carries 0.40

FH2O3PS as an isolated structure. Source: the Open Molecules 2025 dataset; level of theory: the ωB97M-V functional and the def2-TZVPD basis.

Geometry as XYZ:
```
8
Properties=species:S:1:pos:R:3:forces:R:3
O -0.372154 0.682650 0.350508 -1.9 0.5 -0.4
O -2.545370 -0.183107 0.404267 -0.5 -0.6 -0.4
O 1.144499 -1.060870 -0.319727 1.1 -0.4 -0.3
F -1.365292 -0.602147 -1.740941 0.2 0.4 1.6
P 1.115592 0.299209 0.240574 2.4 -1.7 2.0
S -1.314446 -0.710601 -0.080358 -1.3 0.6 -0.3
H 1.715937 1.258117 -0.539614 0.4 0.7 0.0
H 1.621233 0.316749 1.685289 -0.5 0.5 -2.1
```
Positions in Å, forces in eV/Å.

## Properties
Kohn-Sham gap in eV: 11.432
Relative energy (zero: lowest compared OMol25 entry of this formula, charge and spin) in kJ/mol: 78.9
HOMO energy in eV: -11.073
Calculated total energy in eV: -29015.8608
Charge: 0

Here are the Mulliken charges for atoms 1 to 5, given in e: number 1, O, carries -0.27; number 2, O, carries -0.44; number 3, O, carries -0.58; number 4, F, carries -0.24; number 5, P, carries 0.52